Run one
DFT (ωB97M-V/def2-TZVPD) results for one molecule with the formula C11H22N6O4.

Computed properties:
HOMO-LUMO gap: 0.3473 hartree
SMILES: [H]/N=C(\N)NCCC[C@H](N)C(=O)N[C@@H](CCC(N)=O)C(=O)O

```
! RIJCOSX wB97M-V def2-TZVPD def2/J DEFGRID3
* xyz 0 1
C -0.77140 0.01813 -0.67088
C 0.51051 0.72624 -0.39704
C -1.92473 0.86742 -0.16029
C -3.37391 0.66760 -0.50087
C -3.89578 -0.73819 -0.64850
C -4.39884 -2.69586 0.63405
C 2.85917 0.40457 -0.74558
C 3.75859 -0.42479 -1.51819
C 3.39366 0.68312 0.70768
C 4.45247 1.88965 0.64744
C 4.06628 2.90868 1.73730
H -0.17449 -1.55239 0.59079
H -1.65964 -1.65903 0.17986
H -0.75760 -0.07636 -1.83175
H -1.61258 1.95034 -0.33857
H -1.76646 0.67779 0.92790
H -3.95012 1.16714 0.31007
H -3.66427 1.20039 -1.43873
H -4.73076 -0.70126 -1.37294
H -3.05867 -1.34572 -1.16034
H -4.99290 -0.91539 1.14147
H -5.17939 -4.16091 1.43316
H -4.44668 -3.60381 -1.16269
H -3.35335 -4.26537 -0.02922
H 1.30434 -1.00812 -1.14861
H 2.84628 1.34564 -1.28723
H 2.64066 1.08090 1.37520
H 3.82670 -0.20778 1.16308
H 4.35500 2.34231 -0.35257
H 5.52148 1.67461 0.77291
H 2.01253 2.69991 1.18895
H 2.35862 3.92564 2.33959
H 5.60001 -0.60220 -1.98984
N -0.79825 -1.38665 -0.19403
N -4.28555 -1.30108 0.55471
N -5.05445 -3.17480 1.63084
N -3.76468 -3.40394 -0.40373
N 1.51978 -0.14757 -0.63373
N 2.70327 3.17236 1.76456
O 0.63507 1.84788 0.05326
O 3.40489 -1.38546 -2.14495
O 4.81580 3.52978 2.44112
O 5.02936 -0.02343 -1.46369
*
```

=====

Run two
DFT (ωB97M-V/def2-TZVPD) results for one molecule with the formula C11H22N6O4.

Computed properties:
HOMO-LUMO gap: 0.3616 hartree
SMILES: [H]/N=C(\N)NCCC[C@H](NC(=O)[C@@H](N)CCC(N)=O)C(=O)O

```
! RIJCOSX wB97M-V def2-TZVPD def2/J DEFGRID3
* xyz 0 1
C 0.07052 1.78999 0.01495
C 0.86753 0.70119 -0.79805
C 0.65768 1.87559 1.45167
C 0.12665 3.16188 2.14302
C 0.60586 3.21608 3.58187
C 0.50375 -1.10795 -2.40981
C 1.65162 -0.97520 -3.51136
C -0.71083 -1.82599 -2.95677
C -1.83913 -2.10267 -1.97028
C -1.55940 -3.15726 -0.96016
C -0.68640 -1.96614 1.07205
H -1.54799 0.59277 0.32097
H -1.89452 2.19927 0.44260
H 0.27134 2.74453 -0.50596
H 1.75741 1.85004 1.37968
H 0.33135 1.01772 2.06556
H -0.96087 3.22157 2.24576
H 0.44672 4.03214 1.56224
H 2.27975 4.29681 3.01437
H 2.17285 3.85291 4.65227
H -0.86840 0.39262 -1.81802
H 0.96765 -1.80867 -1.69906
H -0.36276 -2.73893 -3.47637
H -1.04068 -1.10293 -3.73980
H -2.09719 -1.20300 -1.40148
H -2.71757 -2.41068 -2.53136
H -1.18857 -4.06130 -1.43536
H -2.50687 -3.40443 -0.41541
H -0.16596 -3.72309 0.40989
H -1.75380 -0.87580 2.19511
H 1.24259 -1.98122 1.41298
H 0.34156 -1.36820 2.68032
H 2.50638 0.19400 -2.29027
N -1.35230 1.49418 -0.03728
N 1.89463 3.66851 3.70447
N 0.13395 0.15702 -1.77761
N -0.52658 -2.85931 -0.00355
N -1.72246 -1.18197 1.22518
N 0.40024 -2.11083 1.99581
O 2.05414 0.45693 -0.63588
O 0.01708 2.77752 4.54542
O 1.59062 -1.58639 -4.53569
O 2.61042 -0.14134 -3.20668
*
```

=====

Name the most stable of them. run two.

=====

Run one
DFT (ωB97M-V/def2-TZVPD) results for an isolated ion of composition C9H13N2 and charge +1.

Computed properties:
HOMO-LUMO gap: 0.3379 hartree
SMILES: CC1=CCC2=[N+](C1)C[C@@H]1CN21

```
! RIJCOSX wB97M-V def2-TZVPD def2/J DEFGRID3
* xyz 1 1
C 0.16216 -1.81844 -0.09464
C -3.08352 -0.38307 0.64665
C -1.47979 1.48534 -0.09627
C 1.02473 1.02519 -0.09577
C 1.54854 -1.37486 0.00790
C -2.70289 0.55896 -0.43024
C 2.00787 -0.12025 -0.07825
C -0.78181 -0.74506 -0.22939
C 3.45087 0.29611 -0.01540
N -2.15666 -0.79578 -0.36485
N -0.37494 0.53951 -0.13192
H 0.12537 -2.43465 -1.05323
H -0.10170 -2.62057 0.68514
H -2.87431 -0.26662 1.65631
H -4.10494 -0.91033 0.52074
H -1.43345 2.24225 -0.92173
H -1.48598 1.67857 0.97810
H 1.09120 1.63150 0.73037
H 1.15356 1.81036 -0.89318
H 2.22897 -2.15092 0.11992
H -3.55390 0.89572 -1.00117
H 3.91565 0.30666 -0.98503
H 4.09659 -0.25424 0.75716
H 3.32836 1.40460 0.28878
*
```

=====

Run two
DFT (ωB97M-V/def2-TZVPD) results for an isolated ion of composition C9H13N2 and charge +1.

Computed properties:
HOMO-LUMO gap: 0.3200 hartree
SMILES: NC[NH2+]/C=C/c1ccccc1

```
! RIJCOSX wB97M-V def2-TZVPD def2/J DEFGRID3
* xyz 1 1
C -4.27090 -0.49582 0.09602
C -3.27217 -1.29635 0.56225
C -3.97190 0.79147 -0.21277
C -1.91079 -0.96942 0.36600
C -2.69053 1.24139 -0.32904
C -1.65906 0.37308 -0.03886
C -0.35508 0.94293 -0.25628
C 0.86453 0.24032 -0.22224
C 3.54019 -0.32554 0.46327
N 2.57390 0.37316 -0.50868
N 4.86636 -0.35621 -0.15473
H -5.26926 -0.86244 -0.11381
H -3.53204 -2.28763 0.97930
H -4.72702 1.47514 -0.39653
H -0.92112 -1.49409 0.65217
H -2.60464 2.17487 -0.74581
H -0.44865 1.96264 -0.49501
H 1.01658 -0.72900 0.29126
H 2.80561 1.29213 -0.74827
H 3.19849 -1.25658 0.78064
H 3.43514 0.34750 1.28981
H 2.62517 -0.13081 -1.45535
H 5.28887 -1.32021 -0.15600
H 5.41830 0.30947 0.35266
*
```

=====

Run three
DFT (ωB97M-V/def2-TZVPD) results for an isolated ion of composition C9H13N2 and charge +1.

Computed properties:
HOMO-LUMO gap: 0.3041 hartree
SMILES: C=CC[C@@H]1C=CC=CN1C=[NH2+]

```
! RIJCOSX wB97M-V def2-TZVPD def2/J DEFGRID3
* xyz 1 1
C 1.19226 -0.50901 -2.33534
C 0.31223 -1.38945 -1.83130
C 0.97482 0.90150 -2.10279
C -0.41224 -1.03925 -0.58282
C 0.06891 1.27164 -1.16875
C 0.70195 -1.23936 0.51108
C 0.32153 -0.98089 1.93582
C 0.79015 0.02876 2.65003
C -1.63847 0.78365 0.39841
N -0.75330 0.37762 -0.42409
N -2.06396 2.01179 0.61572
H 2.03179 -0.97417 -2.80541
H 0.06038 -2.34186 -2.25695
H 1.63296 1.50178 -2.67337
H -1.19834 -1.83125 -0.40793
H -0.19800 2.21786 -1.00559
H 1.01416 -2.32049 0.35238
H 1.74928 -0.78665 0.34896
H -0.31379 -1.58082 2.45170
H 0.72322 0.21353 3.67808
H 1.44617 0.70551 2.22648
H -2.08582 0.01526 0.91465
H -1.56277 2.88290 0.20541
H -2.79312 2.08140 1.30563
*
```

=====

Name the most stable of them. run one.

=====

Run one
DFT (ωB97M-V/def2-TZVPD) results for a 2-piece molecular cluster, C3H8N2O2 overall.

Computed properties:
HOMO-LUMO gap (alpha / beta): 0.3036 / 0.2907 hartree

```
! RIJCOSX wB97M-V def2-TZVPD def2/J DEFGRID3
* xyz 0 1
C -1.34774 2.34646 0.53386
C 3.46598 -0.00681 -0.19460
C -1.62413 0.84006 0.07070
N -0.52529 0.16986 -0.52375
N 1.22274 0.22146 0.47083
O 1.44605 1.17177 1.22790
O 2.12862 -0.39876 -0.20897
H -2.21278 2.81854 0.97033
H -0.53262 2.32813 1.09494
H -1.16861 2.87158 -0.38315
H 3.73009 0.59007 -1.03984
H 3.95104 -1.03936 -0.31209
H 3.75072 0.52477 0.78094
H -2.31757 0.77823 -0.78857
H -2.05555 0.21048 0.92364
*
```

=====

Run two
DFT (ωB97M-V/def2-TZVPD) results for a 2-piece molecular cluster, C3H8N2O2 overall.

Computed properties:
HOMO-LUMO gap: 0.3258 hartree
SMILES: N/C=C/N.O=CO

```
! RIJCOSX wB97M-V def2-TZVPD def2/J DEFGRID3
* xyz 0 1
C 0.36906 0.88506 0.81907
C 0.30540 -0.25696 1.51225
N 1.22078 -1.32937 1.49594
N -0.69506 1.76064 0.53592
H 1.33608 1.15825 0.39415
H -0.61319 -0.53134 2.02355
H 1.13912 -1.88340 2.33697
H 2.17935 -1.02507 1.39148
H -1.53178 1.32087 0.17265
H -0.48928 2.43334 -0.18326
O -1.55976 0.30893 -2.82512
C -0.95373 -0.62734 -2.39253
O 0.23542 -0.54517 -1.79983
H -1.32378 -1.65371 -2.48444
H 0.38137 -0.01474 -0.99681
*
```

=====

Name the most stable of them. run two.

=====

Run one
DFT (ωB97M-V/def2-TZVPD) results for one molecule with the formula C3H8N2O2.

Computed properties:
HOMO-LUMO gap (alpha / beta): 0.2931 / 0.2931 hartree

```
! RIJCOSX wB97M-V def2-TZVPD def2/J DEFGRID3
* xyz 0 1
C -0.42928 -0.79072 -0.21698
C -0.85994 -1.53233 0.98731
N 0.82818 0.67458 0.41024
C -0.62015 0.66499 -0.36068
N 2.08045 0.96069 -0.17609
O -0.33742 1.12137 -1.67219
O -1.69073 1.05791 0.20525
H -1.01996 1.78431 -1.84604
H 0.64775 1.36404 1.13585
H -0.30886 -1.36130 -1.14250
H 2.71675 0.18919 -0.00054
H 1.93587 1.06870 -1.17869
H -1.86575 -1.93141 0.81958
H -0.18120 -2.37183 1.16647
H -0.89571 -0.89818 1.86900
*
```

=====

Run two
DFT (ωB97M-V/def2-TZVPD) results for a 2-piece molecular cluster, C3H8N2O2 overall.

Computed properties:
HOMO-LUMO gap: 0.3342 hartree

```
! RIJCOSX wB97M-V def2-TZVPD def2/J DEFGRID3
* xyz 0 1
C -1.05321 -0.05649 -0.17902
C 1.84584 0.58257 -0.49305
N 1.31681 -0.59377 -0.98100
C 0.30855 -0.65017 0.28766
N -1.96154 -0.14189 0.94019
O -0.96488 1.27642 -0.61381
O 0.38776 -1.66715 0.96611
H -1.13515 1.81488 0.17210
H 1.93954 -1.37890 -0.80779
H -1.34373 -0.64195 -1.06011
H -2.92440 -0.18937 0.62994
H -1.75778 -0.96291 1.50017
H 2.90626 0.59697 -0.24328
H 1.38021 1.49398 -0.85037
H 1.05572 0.51779 0.73226
*
```

=====

Name the most stable of them. run two.

=====

Run one
DFT (ωB97M-V/def2-TZVPD) results for one molecule with the formula C3H8N2O2.

Computed properties:
HOMO-LUMO gap: 0.3431 hartree
SMILES: CN(CN)C(=O)O

```
! RIJCOSX wB97M-V def2-TZVPD def2/J DEFGRID3
* xyz 0 1
C -0.25038 0.02842 -1.23985
C -0.76687 -1.03367 0.98972
N 0.14743 -0.42830 0.04259
C 1.30098 0.28279 0.55138
N -1.21009 1.14914 -0.86026
O 2.21450 0.59789 -0.40160
O 1.68799 0.16346 1.70460
H 3.06844 0.39808 0.02766
H -0.90032 1.99338 -0.38829
H -2.06301 0.75363 -0.47612
H 0.49050 0.51171 -1.87911
H -0.63413 -0.80713 -1.83211
H -1.45419 -1.71193 0.47158
H -1.38236 -0.30170 1.51855
H -0.24850 -1.59577 1.77126
*
```

=====

Run two
DFT (ωB97M-V/def2-TZVPD) results for one molecule with the formula C3H8N2O2.

Computed properties:
HOMO-LUMO gap (alpha / beta): 0.2781 / 0.2781 hartree

```
! RIJCOSX wB97M-V def2-TZVPD def2/J DEFGRID3
* xyz 0 1
C 1.18030 -1.30493 -0.07438
N -0.05162 -1.75719 0.08693
N 1.16824 1.88641 0.28047
C -0.88173 0.45677 -0.35028
C -1.10943 -0.97134 -0.47684
O 0.65732 0.70282 -0.33795
O -1.32643 1.05548 0.86152
H -1.63612 0.32846 1.41561
H -0.25526 -2.25934 0.94361
H 1.09591 2.60856 -0.43474
H 0.49572 2.12245 1.01088
H 1.56732 -1.07314 -1.05244
H 1.94289 -1.48523 0.67229
H -1.26818 1.05296 -1.18047
H -1.57893 -1.36272 -1.36421
*
```

=====

Run three
DFT (ωB97M-V/def2-TZVPD) results for C3H8N2O2 as an isolated structure.

Computed properties:
HOMO-LUMO gap (alpha / beta): 0.3206 / 0.3206 hartree

```
! RIJCOSX wB97M-V def2-TZVPD def2/J DEFGRID3
* xyz 0 1
C -0.54879 -0.53928 -0.07212
C 1.40257 -0.75369 1.29817
N 0.57103 0.04789 0.43242
C -1.73149 0.33855 -0.36780
N -1.45580 1.66795 -0.45752
O 1.48631 -0.35004 -1.32507
O -2.83316 -0.14164 -0.56595
H 1.69298 0.42737 -1.86615
H -2.21972 2.30328 -0.61586
H -0.57081 2.01312 -0.12372
H -0.81758 -1.54875 0.24525
H 0.20810 -0.65106 -1.21242
H 2.42609 -0.38815 1.25949
H 1.00813 -0.60404 2.31093
H 1.38214 -1.82149 1.06038
*
```

=====

Name the most stable of them. run one.